# 1
Density functional theory data (ωB97M-V/def2-TZVPD) for a structure of composition C39H51IMoN10O4PS.

Computed properties:
Kohn-Sham gap: 0.2140 Eh
total charge: +1
molar mass: 1009.79 g mol⁻¹
lowest unoccupied orbital energy: -4.39 eV
total energy: -3470.57077 hartree
energy relative to the best compared isomer or geometry (same formula, charge and spin): 41.8 kcal/mol

Atoms and positions in Å:
Mo  -0.88607  0.70861  1.16829
C  2.78650  1.64310  4.11597
C  2.37188  0.20582  4.01599
N  3.03203  -0.69069  4.68487
C  2.54743  -1.96416  4.79296
C  1.33478  -2.35198  4.32027
C  0.76729  -3.70479  4.65419
O  -0.43687  -3.61454  5.40974
C  0.60901  -1.40962  3.52749
C  -0.77681  -1.54772  3.27762
N  -1.44684  -0.68318  2.57258
C  -2.85358  -0.44564  2.61241
C  -3.86514  -1.04504  3.33951
C  -5.13721  -0.51301  3.15390
C  -5.34519  0.57267  2.30040
C  -4.29431  1.17256  1.60870
C  -3.03539  0.63966  1.78540
I  -1.19002  2.93692  2.71881
C  1.19502  -0.15862  3.25469
O  0.71310  0.70671  2.43074
H  3.86832  1.71618  4.19771
H  2.35382  2.05849  5.02909
H  2.42659  2.23834  3.28205
H  3.15749  -2.64729  5.37058
H  1.52227  -4.29154  5.18187
H  0.50068  -4.25357  3.74927
H  -0.22418  -3.27980  6.28745
H  -1.33363  -2.30383  3.82718
H  -3.69858  -1.87016  4.02021
H  -5.97347  -0.93842  3.69097
H  -6.34622  0.96824  2.18566
H  -4.46934  2.03051  0.96872
N  -5.83394  6.62008  -1.68981
C  -4.70524  5.85134  -1.59098
C  -4.22444  5.15054  -2.70401
C  -3.11156  4.34473  -2.59611
C  -2.44697  4.25116  -1.37768
C  -2.91219  4.94090  -0.25802
C  -4.02954  5.73674  -0.36625
S  -1.08337  3.19753  -1.22576
O  -0.11467  3.74491  -0.32443
O  -0.69143  2.76162  -2.53579
N  -1.65074  1.84771  -0.41835
C  -2.39833  0.89477  -1.02694
N  -3.17746  1.04310  -2.08699
C  -3.86268  -0.03737  -2.44129
C  -3.80962  -1.25039  -1.75480
C  -2.97684  -1.30887  -0.65732
N  -2.24894  -0.25127  -0.32998
H  -6.17622  6.86459  -2.60231
H  -6.04150  7.27359  -0.95532
H  -4.73235  5.24686  -3.65533
H  -2.74214  3.79466  -3.44909
H  -2.38122  4.86992  0.68145
H  -4.38392  6.29081  0.49386
H  -4.49992  0.07116  -3.31127
H  -4.39827  -2.10211  -2.05713
H  -2.87840  -2.19413  -0.04001
N  0.30939  0.02040  -0.01736
P  1.40959  -0.53541  -1.04621
N  0.94384  -0.28674  -2.58603
C  -0.35403  -0.66047  -3.15875
C  -0.17452  -1.66114  -4.32236
C  1.27872  -1.68283  -4.79102
C  1.78413  -0.25234  -4.92606
C  1.73543  0.47888  -3.56514
N  1.69856  -2.14185  -0.74030
C  0.59201  -3.05818  -1.07338
C  1.08997  -4.49569  -1.17100
C  2.02357  -4.85753  -0.00220
C  1.91858  -3.81040  1.09763
C  2.34708  -2.44869  0.57148
N  2.86075  0.16703  -0.80899
C  2.96907  1.61679  -0.56968
C  4.08265  1.88172  0.42983
C  5.40665  1.28025  -0.02734
C  5.23760  -0.21119  -0.29657
C  4.11529  -0.43320  -1.29832
H  -0.83340  0.25779  -3.50216
H  -0.97989  -1.07871  -2.38118
H  -0.81759  -1.35395  -5.14977
H  -0.49482  -2.66503  -4.03345
H  1.36597  -2.21474  -5.73828
H  1.89300  -2.21983  -4.06189
H  1.15657  0.27722  -5.64622
H  2.79992  -0.23416  -5.32069
H  1.27124  1.46240  -3.67228
H  2.73595  0.62708  -3.17881
H  0.17495  -2.76789  -2.03375
H  -0.21310  -2.97036  -0.33179
H  1.60536  -4.63090  -2.12273
H  0.21758  -5.15240  -1.18732
H  3.05953  -4.89215  -0.34689
H  1.78969  -5.84964  0.38284
H  2.56697  -4.06152  1.93936
H  0.89690  -3.76694  1.48605
H  3.42747  -2.46040  0.42056
H  2.13016  -1.66829  1.30590
H  2.01378  2.00055  -0.21305
H  3.19236  2.11638  -1.52090
H  3.80088  1.42619  1.37960
H  4.17545  2.95690  0.58935
H  6.17631  1.44324  0.72806
H  5.74396  1.78049  -0.94107
H  5.00049  -0.72569  0.63907
H  6.15901  -0.64478  -0.68935
H  3.95029  -1.48763  -1.51157
H  4.39928  0.05060  -2.24144

Force components x, y, z for each atom (eV/Å):
0.8 0.4 0.1
0.0 -0.1 -0.1
-0.1 0.1 -0.1
0.0 -0.3 0.1
0.2 0.3 0.1
-0.1 0.1 -0.1
0.0 0.0 -0.1
0.0 0.0 0.0
0.1 -0.1 0.1
-0.2 0.1 0.0
-0.3 -0.7 -0.2
0.1 -0.1 0.0
-0.1 0.0 0.0
0.0 0.1 0.0
0.0 0.0 0.0
0.0 0.0 0.0
0.3 0.1 0.1
0.1 0.0 -0.3
0.1 0.1 0.0
-0.4 0.0 0.2
0.0 0.0 0.0
0.0 0.0 0.0
0.0 0.0 -0.1
0.1 0.0 0.0
0.0 0.0 0.0
0.0 0.0 0.0
0.0 0.0 0.0
0.0 0.0 0.0
0.0 0.0 0.0
0.0 0.0 0.0
0.0 0.0 0.0
0.0 0.0 0.0
0.0 0.0 0.0
0.0 0.1 0.0
0.0 0.0 0.0
0.0 0.1 0.0
-0.3 0.0 0.1
0.1 0.1 -0.1
0.0 0.0 0.0
0.1 -0.3 0.0
0.1 0.0 -0.1
0.1 0.0 -0.1
-0.5 0.2 -0.2
0.2 0.1 0.0
-0.1 -0.1 -0.1
0.0 0.0 0.0
0.0 0.0 0.0
0.1 -0.1 0.0
0.0 0.0 0.1
0.0 0.0 0.0
0.0 0.0 0.0
0.0 0.0 0.0
0.0 0.0 0.0
0.0 0.0 0.0
0.0 0.0 0.0
0.0 0.0 0.0
0.0 0.0 0.0
0.0 0.0 0.0
-0.2 -0.1 0.5
0.2 0.0 -0.2
-0.2 0.0 -0.2
0.1 0.0 0.0
0.0 0.0 0.0
0.0 0.0 0.0
0.0 0.0 0.0
0.0 0.0 0.0
-0.4 0.0 0.3
0.1 0.0 -0.1
0.0 0.0 0.0
0.0 0.0 0.0
0.0 0.0 0.0
0.0 0.0 -0.1
0.2 0.1 0.1
0.0 -0.1 0.0
0.0 0.1 0.0
0.0 0.0 0.0
0.0 0.0 0.0
-0.1 0.0 0.0
0.0 0.1 0.0
-0.1 0.0 0.1
0.0 0.0 0.0
0.0 0.0 0.0
0.0 0.0 0.0
0.0 0.0 0.0
0.0 0.0 0.0
0.0 0.0 0.0
0.0 0.0 0.0
0.0 0.0 0.0
0.0 0.0 0.0
0.0 0.0 0.0
0.0 0.0 0.0
0.0 0.0 0.0
0.0 0.0 0.0
0.0 0.0 0.0
0.0 0.0 0.0
0.0 0.0 0.0
0.0 0.0 0.0
0.0 0.0 0.0
0.0 0.0 0.0
0.0 0.0 0.0
-0.1 0.0 0.2
0.0 0.0 0.0
0.0 0.0 0.0
0.0 0.0 0.0
0.0 0.0 0.0
0.0 0.0 0.0
0.0 0.0 0.0
0.0 0.0 0.0



# 2
Density functional theory data (ωB97M-V/def2-TZVPD) for a structure of composition C39H51InN6SbSi3 at a distorted geometry.

Computed properties:
Kohn-Sham gap (spin up / spin down): 0.1405 / 0.1544 Eh
total charge: +1
molar mass: 924.72 g mol⁻¹
lowest unoccupied orbital energy (spin up / spin down): -4.77 / -4.77 eV
total energy: -3143.81979 hartree
energy relative to the best compared isomer or geometry (same formula, charge and spin): 26.0 kcal/mol

Atoms and positions in Å:
In  -1.10707  -0.77312  0.96519
C  -3.63353  4.13093  -0.73204
C  -2.33897  3.75699  -1.06020
C  -1.70845  2.80945  -0.24441
C  -2.28607  2.31816  0.93343
C  -3.58166  2.78925  1.28515
C  -4.23987  3.67314  0.44545
N  -1.63801  1.36186  1.74666
C  -1.74529  1.43754  3.12523
C  -1.77951  2.62629  3.88429
C  -1.75237  2.55318  5.30281
C  -1.79441  1.31538  5.97464
C  -1.87534  0.12339  5.22082
C  -1.74348  0.17736  3.83195
N  -1.49077  -0.94671  3.07351
N  -1.43062  -2.05316  3.81537
C  -1.59186  -3.12603  3.00249
C  -1.73518  -4.38063  3.60459
C  -2.09610  -5.43019  2.81828
C  -2.17353  -5.23486  1.41516
C  -1.91953  -3.98221  0.86054
N  -1.62066  -2.95620  1.66328
H  -4.12023  4.87541  -1.35242
H  -1.83759  4.20615  -1.94362
H  -0.64101  2.56109  -0.38321
H  -3.95930  2.57084  2.25927
H  -5.24607  4.00886  0.68468
H  -1.75669  3.60657  3.39854
H  -1.74203  3.50514  5.86749
H  -1.70657  1.28229  7.05310
H  -1.93119  -0.82887  5.71144
H  -1.62908  -4.39871  4.68188
H  -2.20032  -6.44072  3.28757
H  -2.41683  -6.05601  0.75383
H  -1.81999  -3.81182  -0.20089
C  0.23144  1.39093  -3.79576
Sb  0.50982  0.59771  -1.74862
C  -1.10509  -1.14247  -1.36182
C  -0.43964  -2.26201  -1.94246
C  -0.28846  -2.46515  -3.33537
C  0.41105  -3.57575  -3.84339
C  1.05338  -4.46602  -2.93988
C  0.80993  -4.24063  -1.56302
N  0.17675  -3.18256  -1.13075
Si  -2.89660  -0.91518  -1.94944
C  -3.60709  -2.50695  -2.74530
C  -4.20313  -0.52318  -0.59944
C  -3.09955  0.59406  -3.11512
C  2.50559  0.82163  -0.40097
C  2.54431  -0.11100  0.72047
C  3.77998  -0.30750  1.37512
C  3.97225  -1.26003  2.36070
C  2.77765  -1.87878  2.80336
C  1.59091  -1.59560  2.17424
N  1.38991  -0.64539  1.23364
Si  3.64044  0.35823  -1.93546
C  3.80619  1.82009  -3.13580
C  3.06660  -1.10176  -2.96067
C  5.40027  -0.07216  -1.26394
Si  2.59489  2.68994  0.25499
C  4.42128  3.16589  0.31922
C  1.73107  4.03286  -0.76804
C  1.82653  2.82821  1.96681
H  -0.75359  1.17328  -4.20265
H  0.94843  0.85260  -4.44752
H  0.42372  2.46240  -3.77998
H  -0.63554  -1.71293  -4.03573
H  0.43708  -3.76426  -4.89447
H  1.75901  -5.24145  -3.25607
H  1.19624  -4.88128  -0.81192
H  -3.76603  -3.24085  -1.95988
H  -2.94402  -3.01875  -3.45805
H  -4.53455  -2.36247  -3.25350
H  -4.18130  -1.29223  0.16886
H  -5.19214  -0.52685  -1.04417
H  -4.03468  0.47276  -0.18072
H  -2.70930  0.36963  -4.11537
H  -2.61088  1.43840  -2.64274
H  -4.17204  0.81763  -3.13907
H  4.58683  0.31952  1.00965
H  4.97085  -1.48227  2.72596
H  2.75557  -2.58799  3.59942
H  0.68677  -2.16994  2.47575
H  3.54895  1.46757  -4.17797
H  4.82979  2.18013  -3.14000
H  3.12233  2.64522  -2.87697
H  2.49432  -0.81732  -3.82909
H  2.50060  -1.75315  -2.32711
H  3.97622  -1.63034  -3.25073
H  5.88091  0.78887  -0.80288
H  5.92878  -0.34958  -2.17314
H  5.38732  -0.91465  -0.63619
H  4.75250  3.42660  -0.69058
H  5.12985  2.48775  0.78050
H  4.40356  4.07916  0.89830
H  1.12703  3.64929  -1.59114
H  2.46126  4.70233  -1.20693
H  0.99348  4.54883  -0.12238
H  2.32155  2.22934  2.73685
H  0.78530  2.44583  1.96061
H  1.81432  3.87171  2.26787

Force components x, y, z for each atom (eV/Å):
0.7 0.6 -2.6
0.0 0.4 0.0
0.0 -0.4 0.1
1.3 0.4 0.6
-1.0 0.8 -0.1
1.1 0.3 -0.7
0.0 -0.1 -0.3
0.1 -0.6 0.8
0.3 -0.6 -2.0
0.0 0.3 1.9
-0.2 0.7 -1.9
-0.1 -1.5 -1.1
0.5 2.0 1.8
0.8 0.0 -1.2
-0.9 -0.5 4.9
-0.2 2.8 -1.8
0.2 -1.7 -1.4
-0.1 1.2 0.3
0.3 -1.4 -0.9
-0.2 -0.2 0.3
0.5 -0.7 1.2
-0.3 -0.1 0.1
-0.2 -0.2 0.1
-0.3 -0.5 0.8
-1.0 0.1 -0.1
-0.5 -0.4 0.3
0.2 0.0 0.1
-0.1 -0.5 0.1
0.1 -0.8 -0.3
-0.3 -0.1 -0.1
0.1 -0.2 0.1
0.0 -0.3 -0.1
-0.1 1.0 -0.7
0.0 0.0 0.1
-0.3 0.0 0.0
1.3 -1.2 -0.6
-2.4 0.9 1.4
-0.3 2.0 1.3
2.4 -3.0 -0.5
0.2 -0.5 -0.1
0.2 -0.1 2.0
-0.7 0.6 0.2
0.7 0.5 -2.5
-1.6 1.4 0.9
-1.3 0.8 -0.9
1.6 -0.2 0.2
1.3 -0.1 -0.2
-0.1 -1.1 0.5
0.1 0.7 -2.2
-1.2 0.3 1.1
0.3 -0.1 -0.4
-1.6 0.5 -0.1
1.0 0.0 -0.6
-1.1 0.1 0.6
1.0 -1.2 -0.4
1.1 0.5 0.9
-0.9 -0.4 -0.5
0.7 0.3 0.7
-1.1 1.1 -1.7
0.1 -0.4 -0.1
-0.6 0.0 -0.4
-0.6 -0.6 0.1
-0.4 -1.0 -0.1
-0.1 0.0 0.6
-0.2 0.6 0.2
0.1 -0.1 0.1
-0.3 -0.1 0.0
0.3 0.1 -0.5
-0.7 0.1 0.0
0.5 -0.6 0.6
-0.2 -0.1 0.3
0.0 0.3 0.1
-0.8 0.4 -0.2
-0.1 0.0 0.4
-0.1 -0.1 -0.2
0.0 -0.1 0.2
-0.2 0.3 0.2
0.2 0.3 -0.2
0.2 0.0 -0.3
0.0 -0.4 0.1
-0.3 0.1 0.3
0.2 -0.5 0.3
0.9 0.6 -0.1
0.3 0.4 1.1
0.1 0.2 0.0
0.3 -0.1 -0.2
-0.2 0.0 -0.3
-0.5 -0.7 0.2
0.0 -0.1 -0.3
0.1 -0.1 0.1
0.4 0.1 -0.1
0.1 -1.1 0.9
0.1 -0.1 0.1
0.0 -0.2 0.1
0.2 0.4 0.2
0.0 -0.2 -0.1
0.1 0.4 0.1
0.6 0.0 -0.3
0.2 0.2 0.0
0.3 0.3 -0.2
0.0 0.1 0.1